Below is C43H45As2ClOSiY as an isolated structure, with properties calculated with ωB97M-V/def2-TZVPD.

```
94
Properties=species:S:1:pos:R:3:lowdin_charge:R:1
Y -0.38224 -0.19929 1.34259 1.15
C 0.74016 -0.48742 -2.43968 -0.45
C 0.42806 -1.97952 -2.33766 -0.38
As -0.27188 -2.52245 -0.58833 1.28
C 0.81047 -4.04672 -0.08990 -0.41
C 1.10227 -4.24169 1.25795 -0.14
C 1.86706 -5.32871 1.65934 -0.07
C 2.34494 -6.22174 0.71137 -0.06
C 2.04671 -6.03850 -0.63246 -0.06
C 1.27702 -4.95704 -1.03391 -0.10
C -1.97051 -3.36911 -0.98051 -0.38
C -2.47854 -4.26180 -0.03969 -0.12
C -3.72973 -4.82850 -0.22569 -0.07
C -4.48158 -4.50215 -1.34628 -0.07
C -3.97874 -3.61245 -2.28259 -0.07
C -2.72504 -3.04319 -2.10103 -0.11
As 2.34556 0.38522 -1.67879 1.34
C 2.16277 0.18420 0.29628 -0.43
C 2.38495 -0.98715 1.03010 -0.15
C 2.29434 -0.99501 2.42361 -0.09
C 1.99492 0.17540 3.11182 -0.10
C 1.78871 1.35896 2.40306 -0.09
C 1.87937 1.35994 1.01255 -0.17
C 3.78804 -0.88398 -2.00865 -0.40
C 3.76148 -2.25921 -1.77013 -0.12
C 4.86938 -3.04694 -2.04634 -0.07
C 6.01985 -2.47245 -2.56799 -0.07
C 6.05846 -1.10904 -2.81387 -0.07
C 4.94957 -0.32161 -2.53644 -0.13
H -0.09101 0.12227 -2.07863 0.01
H 0.85552 -0.22641 -3.49573 0.07
H 1.29656 -2.59045 -2.57285 0.04
H -0.33541 -2.23356 -3.07421 0.06
H 0.71424 -3.55037 1.99960 0.07
H 2.08484 -5.48156 2.70829 0.11
H 2.94322 -7.06830 1.02103 0.11
H 2.40738 -6.74550 -1.36806 0.11
H 1.03362 -4.82980 -2.08227 0.11
H -1.89421 -4.52640 0.83459 0.09
H -4.11741 -5.52668 0.50430 0.11
H -5.45790 -4.94520 -1.49025 0.11
H -4.55959 -3.35696 -3.15924 0.11
H -2.34953 -2.35254 -2.84446 0.07
H 2.64286 -1.90686 0.52562 0.08
H 2.46496 -1.91614 2.96631 0.12
H 1.92542 0.16954 4.19033 0.12
H 1.56116 2.27792 2.92744 0.13
H 1.70883 2.28146 0.46820 0.10
H 2.88373 -2.74765 -1.37001 0.05
H 4.82935 -4.11159 -1.85276 0.11
H 6.88423 -3.08633 -2.78388 0.11
H 6.95236 -0.65733 -3.22302 0.11
H 4.98536 0.74350 -2.73271 0.09
Cl -1.84560 -1.86973 2.85483 0.44
C -1.08638 -0.36783 3.66038 -0.57
H -0.44650 -0.78796 4.43577 -0.02
H -1.92834 0.12690 4.13904 -0.02
C -5.10366 2.36195 0.05919 -0.08
C -3.84024 1.62191 0.51180 -0.59
C -3.60013 1.86746 2.00816 -0.08
C -4.07538 0.12158 0.27565 -0.09
Si -2.31007 2.15232 -0.47406 0.51
O -1.08091 1.15594 -0.02064 -0.47
C -1.72203 3.90267 -0.18005 -0.22
C -0.44968 4.22031 -0.67258 -0.11
C 0.09732 5.48274 -0.50231 -0.08
C -0.62291 6.46199 0.16943 -0.08
C -1.88628 6.17303 0.66065 -0.08
C -2.42810 4.90546 0.48554 -0.08
C -2.60749 1.92605 -2.30696 -0.21
C -2.64614 0.63870 -2.85223 -0.12
C -2.86708 0.43157 -4.20460 -0.08
C -3.05724 1.52074 -5.04582 -0.08
C -3.02631 2.80621 -4.52742 -0.07
C -2.80241 3.00474 -3.17051 -0.08
H -5.97716 1.99107 0.60485 0.09
H -5.28952 2.20942 -1.00627 0.08
H -5.04221 3.43676 0.23458 0.07
H -4.36095 1.36086 2.61020 0.09
H -3.63329 2.92994 2.25302 0.08
H -2.62420 1.50308 2.34742 0.04
H -4.87254 -0.24283 0.93059 0.09
H -3.19461 -0.50102 0.47669 0.03
H -4.37496 -0.07841 -0.75502 0.08
H 0.11726 3.46734 -1.21377 0.09
H 1.07913 5.70801 -0.89970 0.10
H -0.20122 7.44984 0.30253 0.11
H -2.45340 6.93498 1.17970 0.11
H -3.41790 4.70648 0.87645 0.08
H -2.50439 -0.21587 -2.19869 0.07
H -2.89845 -0.57327 -4.61082 0.10
H -3.23108 1.36609 -6.10285 0.11
H -3.17394 3.65596 -5.18130 0.11
H -2.77050 4.01566 -2.77935 0.10
```

The spin multiplicity is 1. As for the charge: +1. Its gap between HOMO and LUMO is 8.3 eV. The value obtained for the energy relative to the best compared isomer or geometry (same formula, charge and spin) is 0.0 kcal/mol.